1.
Density functional theory data (ωB97M-V/def2-TZVPD) for a structure of composition C22H20Cl3CoN5O.

Last column: Mulliken charge in e.
Element x y z (Å)
1 Co 0.4952 -0.2523 0.3599  0.945
2 C -2.0612 0.1357 -1.3093  -1.291
3 C -2.8190 0.3042 0.0063  -1.094
4 C -2.4976 -0.7359 1.0474  0.701
5 C -3.5306 -1.4299 1.6692  -0.937
6 C -3.2451 -2.3617 2.6513  -0.421
7 C -1.9203 -2.5757 3.0028  -0.978
8 C -0.9453 -1.8673 2.3341  -0.294
9 N -1.2193 -0.9754 1.3690  0.370
10 N -0.6603 0.6166 -1.3156  1.089
11 C -0.0657 0.2556 -2.6125  -1.146
12 C 1.4370 0.2275 -2.5802  0.514
13 C 2.1722 0.3745 -3.7479  -1.113
14 C 3.5446 0.1983 -3.7069  -0.378
15 C 4.1393 -0.1326 -2.4980  -0.944
16 C 3.3379 -0.2408 -1.3786  0.007
17 N 2.0154 -0.0460 -1.4102  0.299
18 C -0.5749 2.0792 -1.1640  -1.083
19 C -0.5843 2.5163 0.2703  0.190
20 C -1.0319 3.7692 0.6597  -1.147
21 C -0.9668 4.1195 1.9983  -0.407
22 C -0.4759 3.2005 2.9161  -1.005
23 C -0.0547 1.9709 2.4544  -0.050
24 N -0.0968 1.6462 1.1580  0.608
25 H -2.6162 0.6569 -2.0986  0.505
26 H -2.0501 -0.9259 -1.5597  0.506
27 H -3.8812 0.2335 -0.2208  0.564
28 H -2.6640 1.3003 0.4248  0.356
29 H -4.5542 -1.2355 1.3806  0.491
30 H -4.0428 -2.9100 3.1341  0.437
31 H -1.6471 -3.2781 3.7773  0.468
32 H 0.0994 -2.0145 2.5834  0.553
33 H -0.4153 0.9323 -3.3989  0.464
34 H -0.4022 -0.7474 -2.8839  0.471
35 H 1.6708 0.6098 -4.6777  0.493
36 H 4.1378 0.3096 -4.6045  0.453
37 H 5.2040 -0.2985 -2.4163  0.448
38 H 3.7753 -0.4999 -0.4211  0.407
39 H -1.3748 2.5778 -1.7212  0.498
40 H 0.3768 2.4045 -1.5942  0.524
41 H -1.4298 4.4545 -0.0770  0.534
42 H -1.3048 5.0939 2.3247  0.455
43 H -0.4157 3.4317 3.9698  0.456
44 H 0.3248 1.2180 3.1347  0.485
45 Cl 3.5837 -3.6476 1.3498  -0.075
46 C 2.1831 -4.2611 0.4371  0.717
47 Cl 2.7055 -5.1074 -1.0184  -0.050
48 Cl 1.1789 -5.3032 1.4640  -0.048
49 C 1.3878 -3.0999 0.0786  -0.152
50 N 0.7623 -2.1800 -0.1925  -0.196
51 O 2.9157 1.1205 1.4090  -0.155
52 C 2.1002 0.3692 1.2431  -0.043

Cartesian forces, eV/Å:
Co -1.91 1.06 -0.64
C -0.26 0.10 0.04
C 0.23 -0.06 -0.02
C -0.17 0.07 -0.01
C 0.07 -0.03 0.08
C 0.00 0.04 -0.06
C 0.03 0.00 0.03
C -0.17 -0.08 0.12
N 0.58 -0.01 0.01
N -0.08 -0.47 0.08
C 0.04 -0.07 -0.06
C 0.11 0.03 -0.10
C -0.02 -0.01 0.00
C -0.03 0.00 0.02
C 0.02 -0.03 0.04
C 0.07 0.03 -0.10
N -0.16 0.18 0.21
C 0.09 0.06 0.07
C 0.01 0.14 0.05
C -0.02 -0.03 0.03
C -0.02 -0.01 -0.03
C 0.01 -0.05 0.00
C -0.05 0.04 0.13
N 0.32 -0.71 -0.64
H 0.03 -0.03 -0.02
H 0.07 0.02 -0.08
H -0.02 0.01 -0.01
H -0.08 0.00 0.01
H 0.01 0.02 -0.02
H 0.01 0.01 0.02
H 0.01 0.00 -0.01
H 0.01 0.01 -0.05
H -0.03 -0.03 -0.02
H -0.05 0.00 0.04
H -0.01 0.01 0.01
H 0.01 0.00 0.01
H 0.00 0.00 -0.01
H 0.01 0.03 -0.04
H 0.02 -0.01 -0.03
H -0.03 0.01 -0.04
H 0.02 -0.01 0.00
H 0.01 0.00 0.00
H -0.01 -0.02 0.00
H 0.01 0.01 -0.01
Cl -0.19 -0.01 -0.11
C 0.41 -0.75 0.30
Cl -0.14 0.19 0.14
Cl 0.13 0.16 -0.16
C -0.39 0.18 -0.47
N 0.51 0.17 0.50
O 0.16 -0.04 0.26
C 0.86 -0.13 0.55

- Multiplicity: 2
- LUMO level (spin up / spin down): -7.0176 / -5.9619 eV
- HOMO (spin up / spin down): -0.5601 / -0.5679 Ha
- Frontier orbital gap (spin up / spin down): 0.3022 / 0.3488 Ha
- DFT total energy: -107817.05097 eV
- F_max: 2.27 eV Å⁻¹
- Expectation value of S²: 1.15
- Energy relative to the best compared isomer or geometry (same formula, charge and spin): 23.4 kcal/mol
- Net charge: +2



2.
Density functional theory data (ωB97M-V/def2-TZVPD) for a structure of composition C22H20Cl3N3OSSe2Te2Tl.

Last column: Mulliken charge in e.
Element x y z (Å)
1 Tl 1.8649 -3.1776 -1.5657  0.742
2 Se 1.4544 -2.8831 1.9186  -0.184
3 Te 1.6359 -1.0203 3.3755  0.195
4 Te 1.7997 1.1617 1.7584  0.162
5 Se 1.9545 0.2983 -0.4451  -0.070
6 C 8.6179 -2.3708 -0.4438  -1.364
7 C 7.1190 -2.3485 -0.5153  0.988
8 C 6.4431 -1.7270 -1.5583  -0.701
9 C 5.0604 -1.7401 -1.5766  -0.228
10 N 4.3160 -2.3209 -0.6337  -0.154
11 C 4.9645 -2.9167 0.3718  -0.174
12 C 6.3419 -2.9525 0.4694  -0.683
13 H 9.0666 -1.8618 -1.2945  0.353
14 H 8.9852 -3.3976 -0.4234  0.336
15 H 8.9633 -1.8840 0.4694  0.328
16 H 6.9884 -1.2370 -2.3547  0.338
17 H 4.5227 -1.2508 -2.3840  0.386
18 H 4.3463 -3.3755 1.1361  0.240
19 H 6.8081 -3.4514 1.3101  0.418
20 Cl -4.9189 -0.0921 4.9523  -0.210
21 C -4.4523 0.2513 3.3211  0.355
22 C -3.1252 0.5008 3.0223  -0.963
23 C -2.7818 0.7770 1.7093  0.079
24 C -3.7228 0.8063 0.6844  -0.008
25 C -3.2427 1.1082 -0.7152  0.075
26 C -3.3470 -0.0936 -1.6562  -1.229
27 N -2.4030 -1.1232 -1.2511  0.331
28 C -2.6765 -2.1859 -0.4267  -0.262
29 C -1.4952 -2.8397 -0.2517  -0.790
30 N -0.4993 -2.1811 -0.9399  -0.230
31 C -1.0888 -1.1653 -1.5322  -0.260
32 O -3.9522 2.1921 -1.2610  -0.290
33 C -3.1035 3.1593 -1.8579  -0.704
34 C -2.2590 3.8627 -0.8328  0.273
35 C -2.7560 4.5022 0.2653  0.583
36 Cl -4.4012 4.6461 0.7153  -0.173
37 S -1.5307 5.2028 1.2331  -0.191
38 C -0.3137 4.6693 0.1579  -0.532
39 C -0.8363 3.9643 -0.8804  -0.655
40 C -5.0494 0.5493 1.0244  0.856
41 Cl -6.3156 0.5529 -0.1642  -0.195
42 C -5.4195 0.2743 2.3309  -0.806
43 H -2.3804 0.4876 3.8057  0.411
44 H -1.7448 0.9862 1.4668  0.301
45 H -2.1783 1.3592 -0.6173  0.194
46 H -3.1505 0.2240 -2.6800  0.358
47 H -4.3463 -0.5209 -1.6262  0.298
48 H -3.6686 -2.3741 -0.0525  0.469
49 H -1.2972 -3.7181 0.3399  0.473
50 H -0.6037 -0.4281 -2.1546  0.495
51 H -3.7691 3.8524 -2.3715  0.301
52 H -2.4484 2.7020 -2.6101  0.302
53 H 0.7176 4.9235 0.3447  0.516
54 H -0.2371 3.5426 -1.6770  0.420
55 H -6.4554 0.0814 2.5708  0.477

Cartesian forces, eV/Å:
Tl -0.02 0.16 0.26
Se 0.06 0.07 0.01
Te -0.06 -0.37 0.11
Te 0.00 0.28 -0.33
Se 0.00 0.01 0.10
C -0.03 0.00 0.01
C 0.07 0.01 0.00
C 0.02 0.03 -0.02
C -0.05 0.03 0.06
N 0.13 -0.11 -0.10
C -0.03 0.06 -0.01
C 0.00 0.00 0.04
H -0.01 0.00 0.00
H -0.01 0.00 0.00
H 0.00 0.00 -0.01
H -0.02 0.00 0.01
H 0.01 -0.03 -0.01
H 0.01 -0.02 -0.02
H -0.02 0.01 -0.01
Cl 0.01 0.00 -0.03
C -0.04 -0.01 0.01
C 0.05 0.02 -0.04
C 0.00 0.00 0.05
C 0.11 -0.01 0.06
C -0.06 -0.02 0.22
C -0.05 -0.02 0.09
N -0.18 -0.13 -0.11
C 0.03 -0.03 -0.02
C 0.10 0.11 0.05
N -0.14 -0.19 -0.14
C 0.08 0.09 0.05
O -0.06 -0.05 -0.24
C 0.01 0.13 0.10
C 0.07 0.11 -0.10
C 0.00 -0.07 0.03
Cl 0.03 0.00 0.00
S -0.02 0.09 0.06
C 0.04 -0.04 0.07
C -0.04 -0.01 -0.07
C -0.01 -0.01 0.01
Cl 0.06 0.01 -0.02
C -0.05 -0.01 0.04
H 0.00 0.00 0.00
H 0.00 0.01 0.00
H -0.03 0.02 -0.07
H 0.12 -0.05 0.00
H -0.01 0.03 -0.05
H 0.02 0.01 0.00
H -0.02 -0.01 -0.03
H -0.04 -0.03 -0.02
H 0.00 0.02 0.03
H -0.03 -0.01 -0.02
H 0.00 -0.04 -0.02
H -0.01 0.01 0.01
H 0.01 0.01 0.00

- LUMO level (spin up / spin down): -4.9650 / -4.9287 eV
- HOMO (spin up / spin down): -0.3996 / -0.3996 Ha
- Frontier orbital gap (spin up / spin down): 0.2171 / 0.2185 Ha
- DFT total energy: -228026.57777 eV
- F_max: 0.43 eV Å⁻¹
- Energy relative to the best compared isomer or geometry (same formula, charge and spin): 0.0 kcal/mol
- Net charge: +1



3.
Density functional theory data (ωB97M-V/def2-TZVPD) for a structure of composition C22H20F5N5O4RuSSe2.

Last column: Mulliken charge in e.
Element x y z (Å)
1 Ru 0.0716 -1.1480 0.0961  0.229
2 C 3.5728 -2.5269 4.0579  -0.941
3 C 3.3615 -1.0185 4.0340  -0.630
4 N 1.9604 -0.6358 3.9624  -0.218
5 C 1.2076 -0.7608 2.8372  0.317
6 S 2.0255 -0.8931 1.3035  -0.221
7 N -0.0955 -0.7189 3.0393  -1.767
8 N -0.8111 -0.8854 1.8941  1.738
9 C -2.0941 -0.9892 1.9413  0.930
10 C -2.8854 -0.9249 3.2060  -2.049
11 C -2.7577 -1.2658 0.6517  0.827
12 C -4.1145 -1.5258 0.5586  -0.944
13 C -4.6512 -1.8663 -0.6768  -0.557
14 C -3.8272 -1.9460 -1.7799  -1.164
15 C -2.4751 -1.6713 -1.6211  -0.294
16 N -1.9720 -1.3114 -0.4467  0.633
17 H 4.6377 -2.7619 4.1038  0.371
18 H 3.1595 -2.9833 3.1585  0.269
19 H 3.0857 -2.9739 4.9268  0.301
20 H 3.8763 -0.5774 3.1813  0.319
21 H 3.7738 -0.5555 4.9328  0.381
22 H 1.4184 -0.7255 4.8084  0.274
23 H -2.2317 -0.6579 4.0298  0.397
24 H -3.3372 -1.8974 3.4155  0.364
25 H -3.6889 -0.1896 3.1258  0.394
26 H -4.7354 -1.4917 1.4416  0.453
27 H -5.7072 -2.0891 -0.7627  0.392
28 H -4.1984 -2.2472 -2.7484  0.410
29 H -1.7620 -1.7479 -2.4322  0.617
30 C -0.1327 5.1126 -1.4609  -1.482
31 C -0.1798 3.6775 -1.0276  1.326
32 C 0.4414 3.2468 0.1381  -1.225
33 C 0.4512 1.9030 0.4589  -0.410
34 N -0.1043 0.9699 -0.3214  0.963
35 C -0.7352 1.3815 -1.4272  -0.597
36 C -0.8052 2.7084 -1.8016  -1.160
37 H -0.0541 5.7832 -0.6058  0.412
38 H -1.0161 5.3801 -2.0399  0.378
39 H 0.7415 5.2762 -2.0960  0.227
40 H 0.9392 3.9490 0.7943  0.401
41 H 0.9506 1.5424 1.3471  0.284
42 H -1.1612 0.6038 -2.0459  0.552
43 H -1.3142 2.9715 -2.7203  0.422
44 O -0.0892 -3.0067 0.6068  -0.448
45 Se -0.1721 -4.4197 -0.4294  1.057
46 O -0.9879 -5.4726 0.4848  -0.715
47 O -1.0085 -3.9050 -1.7307  -0.637
48 O 1.3544 -4.8229 -0.7578  -0.687
49 F 2.4160 4.0944 -4.1455  -0.412
50 C 2.1532 2.8393 -3.7460  0.682
51 C 1.3023 2.0331 -4.4759  0.102
52 F 0.7243 2.5181 -5.5868  -0.354
53 C 1.0169 0.7542 -4.0310  0.355
54 F 0.1271 0.0617 -4.7571  -0.405
55 C 1.5522 0.2141 -2.8636  -0.107
56 Se 1.0252 -1.5363 -2.2745  -0.133
57 C 2.4385 1.0463 -2.1849  0.407
58 F 3.0418 0.6301 -1.0682  -0.442
59 C 2.7251 2.3373 -2.5930  0.217
60 F 3.5533 3.1148 -1.8780  -0.402

Cartesian forces, eV/Å:
Ru -0.05 0.06 -0.06
C 0.00 0.00 0.00
C 0.00 0.00 0.00
N 0.00 -0.01 0.00
C -0.01 0.03 0.01
S 0.00 0.00 0.01
N 0.01 -0.01 -0.02
N 0.02 -0.03 0.03
C -0.01 0.00 -0.01
C 0.00 0.00 0.00
C -0.01 0.00 0.01
C 0.00 0.00 0.00
C 0.00 0.00 0.00
C 0.00 0.00 0.00
C 0.01 0.00 0.00
N 0.03 0.02 0.00
H 0.00 0.00 0.00
H 0.00 0.00 0.00
H 0.00 0.00 0.00
H 0.00 0.00 0.00
H 0.00 0.00 0.00
H 0.00 0.00 0.00
H 0.00 0.00 0.00
H 0.00 0.00 0.00
H 0.00 0.00 0.00
H 0.00 0.00 0.00
H 0.00 0.00 0.00
H 0.00 0.00 0.00
H 0.00 0.00 0.00
C 0.00 0.00 0.00
C 0.00 0.00 0.01
C 0.00 0.00 0.00
C 0.00 0.01 0.00
N 0.02 -0.03 0.00
C 0.00 0.02 -0.01
C 0.00 -0.01 0.00
H 0.00 0.00 0.00
H 0.00 0.00 0.00
H 0.00 0.00 0.00
H 0.00 0.00 0.00
H 0.00 -0.01 0.00
H 0.00 0.00 0.00
H 0.00 0.00 0.00
O 0.05 -0.05 0.00
Se -0.05 0.01 0.01
O 0.00 0.01 -0.01
O 0.01 -0.02 0.02
O 0.00 0.01 0.00
F 0.00 0.00 0.00
C 0.00 0.00 0.00
C 0.00 0.00 0.00
F 0.00 0.00 0.00
C -0.01 0.01 -0.01
F 0.00 0.00 0.00
C 0.00 -0.01 0.00
Se 0.00 0.01 0.02
C -0.01 0.00 -0.01
F 0.00 0.00 0.00
C 0.00 0.00 0.00
F 0.00 0.00 0.00

- Multiplicity: 2
- LUMO level (spin up / spin down): 2.0396 / 1.7556 eV
- HOMO (spin up / spin down): -0.1666 / -0.1646 Ha
- Frontier orbital gap (spin up / spin down): 0.2416 / 0.2291 Ha
- DFT total energy: -196476.82506 eV
- F_max: 0.10 eV Å⁻¹
- Expectation value of S²: 0.76
- Energy relative to the best compared isomer or geometry (same formula, charge and spin): 0.0 kcal/mol
- Net charge: -1



Q: Which formula does entry 3 have?
A: C22H20F5N5O4RuSSe2



Q: Which value of net charge does entry 1 give?
A: +2